# C70H158N6O12

A cluster of 12 separate species, C70H158N6O12 in total (wB97M-V/def2-TZVPD, the OMol25 dataset).

As for the spin multiplicity: 1. Its HOMO-LUMO gap is 8.776 eV. As for the lowest unoccupied orbital energy: 0.4 eV. The calculated total energy comes out at -3992.94518 Eh. Its SMILES is CC1(C)CCCC(C)(C)N1O.CC1(C)CCCC(C)(C)N1O.CC1(C)CCCC(C)(C)N1O.CC1(C)CCCC(C)(C)N1O.CC1(C)CCCC(C)(C)N1O.CC1(C)CCCC(C)(C)N1O.CC(C)O.CC(C)O.CC(C)O.CC(C)O.CC(C)O.CO. The calculation puts the energy relative to the best compared isomer or geometry (same formula, charge and spin) at 0.000 eV.

Element x y z (Å)
C  5.5860  -4.3970  2.3581
C  5.1698  -3.7237  1.0379
C  3.9014  -4.3483  0.4660
C  4.8777  -2.2158  1.2275
C  6.1064  -1.3831  1.4805
C  7.2159  -1.6094  0.3681
C  7.5669  -3.0939  0.2341
C  8.4387  -3.2928  -1.0946
C  8.4508  -3.4381  1.4289
N  6.2741  -3.8465  0.0420
O  6.5093  -5.2604  -0.1130
H  4.6979  -4.6946  2.9127
H  6.2353  -5.2469  2.2567
H  6.0687  -3.6722  3.0910
H  3.8792  -5.4206  0.5257
H  3.0312  -3.8502  0.8451
H  3.7363  -4.1215  -0.5399
H  4.2779  -1.8729  0.3709
H  4.1870  -2.0843  2.0853
H  5.7274  -0.3527  1.4590
H  6.4655  -1.6142  2.4578
H  8.1530  -1.0385  0.5985
H  6.9110  -1.1871  -0.5900
H  7.8317  -3.0940  -1.9676
H  8.7347  -4.3277  -1.0001
H  9.2717  -2.5669  -0.9261
H  8.2210  -2.7422  2.1934
H  9.5443  -3.2757  1.2307
H  8.3768  -4.5164  1.7630
H  6.2587  -5.3585  -1.0486
C  2.0019  -2.6421  3.4965
C  1.3301  -3.2295  4.7107
C  2.4349  -3.7001  5.6841
C  0.5112  -2.0690  5.3307
C  -0.6170  -2.5676  6.2711
C  -1.4746  -3.5870  5.5825
C  -0.7115  -4.7917  5.0923
C  -0.2947  -5.7016  6.2305
C  -1.6134  -5.6146  4.2041
N  0.3729  -4.3057  4.3016
O  1.1799  -5.4884  3.9333
H  2.5336  -1.7732  3.8427
H  2.7020  -3.2872  3.0216
H  1.1785  -2.3813  2.8367
H  3.2307  -2.9562  5.8501
H  1.9891  -3.9000  6.6894
H  2.9082  -4.6194  5.3353
H  1.2301  -1.4700  5.8673
H  0.0476  -1.4754  4.5289
H  -0.1853  -3.0368  7.2147
H  -1.1501  -1.6595  6.6432
H  -1.9874  -3.1188  4.7263
H  -2.2197  -4.0060  6.2120
H  0.3434  -6.5117  5.7892
H  -1.2213  -6.1128  6.6507
H  0.3542  -5.2139  6.9707
H  -1.8248  -5.0943  3.2687
H  -2.5035  -5.8470  4.7313
H  -1.1779  -6.5795  3.9659
H  1.1637  -5.5123  2.9463
C  -2.6232  4.4679  -4.0919
C  -2.0041  4.3140  -5.4498
C  -1.5962  2.8260  -5.6029
C  -2.7670  4.8846  -6.6643
C  -2.5950  6.3523  -7.0078
C  -1.1526  6.8025  -7.1063
C  -0.3864  6.4527  -5.7862
C  1.1102  6.4986  -6.0649
C  -0.8375  7.1819  -4.5363
N  -0.6084  4.9797  -5.6648
O  0.1719  4.6022  -4.4551
H  -1.8621  4.1871  -3.3674
H  -2.9050  5.5071  -3.7877
H  -3.4100  3.7450  -3.9484
H  -2.4589  2.2411  -5.9396
H  -0.8785  2.6692  -6.4415
H  -1.2085  2.4105  -4.6320
H  -2.3936  4.3581  -7.5918
H  -3.8029  4.6710  -6.5448
H  -3.2391  6.5900  -7.8951
H  -3.0596  6.9834  -6.2194
H  -1.1803  7.8877  -7.0652
H  -0.5204  6.4579  -7.9750
H  1.5956  6.3364  -5.0739
H  1.3773  7.4344  -6.5650
H  1.4425  5.6638  -6.7148
H  -0.3384  6.9068  -3.6059
H  -1.9185  7.0250  -4.4454
H  -0.6959  8.2523  -4.6556
H  0.5118  3.7233  -4.6941
C  -2.3492  0.8418  -1.1295
C  -1.0122  1.3467  -0.6658
C  -1.1497  2.8987  -0.8857
C  -0.6350  1.0618  0.7636
C  -0.2133  -0.3999  1.0107
C  1.0532  -0.6431  0.2493
C  0.7408  -0.5144  -1.2877
C  2.1501  -0.4961  -1.9433
C  -0.0106  -1.6899  -1.9069
N  0.1450  0.8430  -1.5301
O  -0.2093  0.9491  -2.9050
H  -2.5520  1.3799  -2.0911
H  -2.3343  -0.2099  -1.2921
H  -3.1051  1.0343  -0.3763
H  -1.3059  3.0176  -1.9299
H  -1.7952  3.3640  -0.1203
H  -0.2145  3.3900  -0.6181
H  0.0635  1.8456  1.0981
H  -1.5557  1.2269  1.3252
H  -0.0665  -0.5639  2.0634
H  -1.0284  -1.0656  0.6067
H  1.5096  -1.6098  0.4291
H  1.8112  0.1481  0.4660
H  2.7756  0.3350  -1.7301
H  2.1309  -0.5696  -3.0264
H  2.6153  -1.4321  -1.6562
H  -0.2190  -1.3944  -2.9448
H  -1.0003  -1.7278  -1.4874
H  0.5448  -2.6143  -1.8097
H  0.5509  1.3992  -3.3418
C  -5.6521  1.1488  1.7933
C  -5.0540  1.9732  2.9661
C  -4.2597  3.1681  2.2689
C  -6.2476  2.6595  3.7615
C  -6.7747  1.7213  4.7860
C  -5.7369  1.1265  5.6728
C  -4.6060  0.4085  4.9117
C  -3.4693  0.1531  5.8774
C  -4.9857  -0.9985  4.3360
N  -4.1249  1.3389  3.9112
O  -3.0687  0.7033  3.1747
H  -6.3584  1.7394  1.2009
H  -4.8728  0.6506  1.2251
H  -6.2463  0.3267  2.2588
H  -3.3823  2.9140  1.6748
H  -5.0055  3.7305  1.7279
H  -4.0149  3.8932  3.0408
H  -5.8762  3.6519  4.1265
H  -6.9436  2.8952  2.9702
H  -7.5802  2.2863  5.3359
H  -7.2547  0.8280  4.3456
H  -6.2583  0.3476  6.2383
H  -5.2403  1.8511  6.3800
H  -3.0865  1.1324  6.1740
H  -2.8342  -0.5389  5.3616
H  -3.8021  -0.2809  6.8359
H  -5.1710  -1.6107  5.2097
H  -4.1725  -1.4636  3.7270
H  -5.9420  -1.0662  3.7671
H  -2.2992  1.2416  3.4076
C  2.3193  1.3508  5.2045
C  1.3284  2.4799  5.5329
C  0.2705  1.9946  6.6318
C  2.1378  3.7079  6.0713
C  1.3243  5.0286  6.0002
C  0.8148  5.2445  4.5656
C  0.0030  4.0507  4.0078
C  -1.3669  3.9940  4.7569
C  -0.3308  4.2487  2.5563
N  0.7976  2.7739  4.2188
O  0.0213  1.6942  3.7355
H  1.8545  0.3628  5.0002
H  3.0275  1.6113  4.4358
H  2.8575  1.1221  6.1141
H  -0.4296  2.7248  6.9329
H  -0.2389  1.1013  6.3550
H  0.8829  1.6334  7.4989
H  2.3244  3.5055  7.1176
H  3.0611  3.7952  5.4870
H  0.5937  5.2166  6.7694
H  1.9784  5.8528  6.1989
H  1.7668  5.4295  4.0114
H  0.1251  6.0527  4.6118
H  -1.2082  4.0803  5.8323
H  -1.8298  3.0738  4.4719
H  -1.9551  4.8373  4.3373
H  -0.9722  5.1741  2.4416
H  -0.8715  3.4032  2.1558
H  0.5927  4.3881  1.9888
H  0.6842  1.1321  3.3375
C  -2.4571  -4.2798  0.0751
C  -3.8115  -3.9122  -0.5150
C  -4.2888  -2.6039  0.1448
O  -3.6708  -3.8479  -1.9551
H  -2.5099  -4.5613  1.0999
H  -1.8065  -3.4553  -0.0218
H  -2.0786  -5.1092  -0.5449
H  -4.5301  -4.7349  -0.1976
H  -3.6602  -1.8253  -0.2548
H  -4.1385  -2.7145  1.2055
H  -5.3358  -2.4641  -0.1118
H  -4.3741  -3.2067  -2.2186
C  1.3024  -0.0261  -5.8676
C  2.3853  0.8778  -5.4681
C  3.1424  1.3921  -6.6889
O  1.8090  2.0741  -4.7198
H  0.8194  -0.5023  -5.0625
H  1.6680  -0.8148  -6.5144
H  0.5172  0.5852  -6.3716
H  3.0850  0.5238  -4.7736
H  3.5813  2.3593  -6.4286
H  2.3938  1.6350  -7.4459
H  3.8321  0.5803  -6.9935
H  2.5318  2.5712  -4.2458
C  4.1924  -2.6925  -4.2711
C  4.2945  -4.1299  -3.7065
C  4.3804  -5.2459  -4.7545
O  5.4510  -4.2424  -2.8165
H  5.0860  -2.2925  -4.7584
H  3.9738  -2.0131  -3.4487
H  3.4481  -2.4933  -5.0566
H  3.4064  -4.2915  -3.1497
H  5.1774  -5.1041  -5.4958
H  3.4614  -5.2136  -5.3855
H  4.3037  -6.2389  -4.2691
H  5.3990  -3.6747  -2.0533
C  -0.0801  -4.4496  -4.7545
C  -1.6105  -4.2617  -4.8393
C  -1.9836  -3.1130  -5.6586
O  -2.1870  -5.4284  -5.4810
H  0.3480  -4.7408  -5.6951
H  0.1204  -5.1913  -3.9784
H  0.4552  -3.5830  -4.3445
H  -1.9578  -4.2277  -3.8164
H  -1.4567  -2.2101  -5.4094
H  -3.0193  -2.8532  -5.4947
H  -1.8130  -3.3290  -6.7204
H  -1.6280  -6.1377  -5.0683
C  -5.8963  1.4337  -3.1467
C  -5.8079  -0.0148  -3.6622
C  -4.7052  -0.1422  -4.7388
O  -5.7608  -0.9902  -2.6473
H  -6.1468  2.0892  -3.9540
H  -4.9622  1.7092  -2.5959
H  -6.7168  1.5319  -2.4766
H  -6.7409  -0.2615  -4.1729
H  -4.8890  0.5738  -5.5563
H  -4.7844  -1.1741  -5.1581
H  -3.7557  0.0258  -4.2704
H  -5.4623  -0.5316  -1.8543
C  2.8709  5.1592  -2.4851
O  3.3291  4.7021  -3.8707
H  2.1282  4.4940  -2.0392
H  3.7099  5.3082  -1.8044
H  2.2834  6.0520  -2.5770
H  2.5585  4.9924  -4.3587